DFT (ωB97M-V/def2-TZVPD) results for a 2-piece molecular cluster, C5H8N overall in a non-equilibrium geometry.

## Properties
E ... -249.591735 Eh
Frontier orbital gap ... 9.9 eV
E_LUMO ... -4.88 eV
Highest occupied orbital energy ... -14.7 eV
Total charge ... +1

Structure (XYZ):
```
14
C5H8N ωB97M-V/def2-TZVPD
C -0.380 -0.827 0.544
C -0.929 0.818 -2.136
C 0.398 -1.169 1.760
C -0.329 0.583 -0.958
C 0.562 1.371 -0.182
N -0.546 -2.026 0.998
H -1.533 0.070 -2.681
H -0.447 1.634 -2.696
H 1.505 -1.242 1.724
H 0.243 -0.893 2.754
H -0.049 1.807 0.634
H 1.057 2.188 -0.717
H 1.443 0.711 0.026
H -0.994 -3.023 0.931
```

***

DFT (ωB97M-V/def2-TZVPD) results for an isolated ion of composition C5H8N and charge +1 in a non-equilibrium geometry.

## Properties
E ... -249.469428 Eh
Frontier orbital gap (spin up / spin down) ... 11.0 / 6.0 eV
E_LUMO (spin up / spin down) ... -5.33 / -7.60 eV
Highest occupied orbital energy (spin up / spin down) ... -16.3 / -13.6 eV
Total charge ... +1

Structure (XYZ):
```
14
C5H8N ωB97M-V/def2-TZVPD
C -1.102 -0.548 1.026
C -1.676 -0.908 1.984
C 0.811 -0.109 -0.122
C 1.248 -1.458 -0.606
C -0.875 1.680 0.042
N -0.495 0.178 -0.195
H 1.454 0.467 0.433
H 1.438 -2.165 0.179
H 2.251 -1.321 -0.866
H 0.600 -1.694 -1.422
H 0.191 2.122 0.159
H -1.423 2.232 -0.712
H -1.382 1.773 0.993
H -1.038 -0.251 -0.895
```

***

DFT (ωB97M-V/def2-TZVPD) results for an isolated ion of composition C5H8N and charge +1 in a non-equilibrium geometry.

## Properties
E ... -249.608074 Eh
Frontier orbital gap ... 9.3 eV
E_LUMO ... -5.28 eV
Highest occupied orbital energy ... -14.6 eV
Total charge ... +1

Structure (XYZ):
```
14
C5H8N ωB97M-V/def2-TZVPD
C 1.009 -0.723 -1.213
C 0.261 -1.320 -0.290
C 0.925 0.617 -0.573
C 0.187 -1.037 1.180
C -1.414 0.796 0.153
N -0.119 0.170 0.408
H 1.191 -1.097 -2.192
H 1.773 0.669 0.087
H 0.761 1.444 -1.325
H -0.536 -1.481 1.927
H 1.234 -1.109 1.719
H -1.887 0.415 -0.758
H -2.105 0.729 0.916
H -1.280 1.927 -0.041
```

***

DFT (ωB97M-V/def2-TZVPD) results for C5H8N as an isolated structure in a non-equilibrium geometry.

## Properties
E ... -249.680586 Eh
Frontier orbital gap ... 10.2 eV
E_LUMO ... -5.04 eV
Highest occupied orbital energy ... -15.2 eV
Total charge ... +1

Structure (XYZ):
```
14
C5H8N ωB97M-V/def2-TZVPD
C 1.867 0.241 0.009
C 2.884 -0.518 -0.025
C 0.617 0.989 0.026
C -1.182 -0.778 0.030
C -2.395 0.044 -0.018
N 0.025 -0.314 0.038
H 3.874 -0.073 -0.047
H 2.887 -1.598 -0.023
H 0.453 1.590 0.925
H 0.428 1.593 -0.865
H -1.274 -1.857 0.051
H -3.029 -0.200 0.837
H -2.964 -0.230 -0.909
H -2.190 1.110 -0.032
```

***

DFT (ωB97M-V/def2-TZVPD) results for an isolated ion of composition C5H8N and charge +1 in a non-equilibrium geometry.

## Properties
E ... -249.580679 Eh
Frontier orbital gap ... 8.5 eV
E_LUMO ... -4.50 eV
Highest occupied orbital energy ... -13.0 eV
Total charge ... +1

Structure (XYZ):
```
14
C5H8N ωB97M-V/def2-TZVPD
C 2.356 0.356 -0.045
C 3.555 -0.071 -0.124
C -0.184 0.090 0.270
C -1.527 0.928 0.067
C -2.642 0.007 -0.109
N 1.147 0.747 0.082
H 3.893 -0.249 -1.235
H 4.123 -0.362 0.667
H -0.253 -0.117 1.343
H -0.235 -0.790 -0.512
H -3.591 0.362 -0.045
H -2.389 -1.023 0.153
H -2.438 0.029 -1.335
H 0.868 1.788 0.151
```

***

DFT (ωB97M-V/def2-TZVPD) results for a 2-piece molecular cluster, C5H8N overall in a non-equilibrium geometry.

## Properties
E ... -249.531744 Eh
2S+1 ... 3
Frontier orbital gap (spin up / spin down) ... 8.2 / 6.7 eV
E_LUMO (spin up / spin down) ... -3.66 / -7.47 eV
<S²> ... 2.017
Highest occupied orbital energy (spin up / spin down) ... -11.9 / -14.2 eV
Total charge ... +1

Structure (XYZ):
```
14
C5H8N ωB97M-V/def2-TZVPD
C 0.510 0.725 0.376
C -0.296 1.397 1.010
C 1.951 0.081 0.343
C 1.062 -0.367 -0.487
C -1.174 2.317 1.674
N -0.183 -2.559 -1.890
H 2.762 0.205 1.083
H 0.724 -1.232 -1.189
H -1.207 2.162 2.680
H -2.156 2.090 1.143
H -0.718 3.387 1.370
H -0.034 -3.479 -2.374
H -0.494 -1.864 -2.595
H -0.746 -2.863 -1.144
```

***

DFT (ωB97M-V/def2-TZVPD) results for the molecule C5H8N2 in a non-equilibrium geometry.

## Properties
E ... -304.709553 Eh
Frontier orbital gap (spin up / spin down) ... 7.8 / 7.8 eV
E_LUMO (spin up / spin down) ... 0.54 / 0.51 eV
Highest occupied orbital energy (spin up / spin down) ... -7.3 / -7.3 eV
Total charge ... 0

Structure (XYZ):
```
15
C5H8N2 ωB97M-V/def2-TZVPD
C -1.319 -1.340 -0.229
C -1.070 0.097 -0.543
C -0.046 1.848 0.575
N 0.055 0.727 -0.158
C 1.379 0.149 -0.437
C 1.810 -0.750 0.642
N 2.119 -1.494 1.472
H -1.544 -1.454 0.844
H -0.466 -1.993 -0.439
H -2.184 -1.711 -0.782
H -1.905 0.768 -0.696
H 0.626 2.689 0.428
H -0.896 1.899 1.243
H 1.346 -0.404 -1.381
H 2.098 0.968 -0.541
```

***

DFT (ωB97M-V/def2-TZVPD) results for the molecule C5H8N2.

## Properties
E ... -304.814986 Eh
Frontier orbital gap ... 9.9 eV
E_LUMO ... 1.00 eV
Highest occupied orbital energy ... -8.9 eV
Total charge ... 0

Structure (XYZ):
```
15
C5H8N2 ωB97M-V/def2-TZVPD
C -0.230 -1.342 -2.188
N 0.126 -0.668 -0.960
C -0.656 0.146 -0.212
C 0.082 0.529 0.888
C -0.336 1.439 2.004
C 1.317 -0.129 0.697
N 1.335 -0.851 -0.416
H -0.996 -2.102 -2.010
H 0.671 -1.821 -2.570
H -0.600 -0.622 -2.925
H -1.667 0.389 -0.513
H 0.125 1.140 2.951
H -1.422 1.415 2.143
H -0.051 2.479 1.813
H 2.196 -0.098 1.330
```

***

DFT (ωB97M-V/def2-TZVPD) results for C5H8N2 as an isolated structure.

## Properties
E ... -304.715628 Eh
Frontier orbital gap ... 10.0 eV
E_LUMO ... 0.77 eV
Highest occupied orbital energy ... -9.2 eV
Total charge ... 0

Structure (XYZ):
```
15
C5H8N2 ωB97M-V/def2-TZVPD
C -1.064 1.771 0.500
N 0.031 1.277 -0.919
C -1.077 0.414 -0.850
C -0.653 -0.832 -0.386
C 0.710 -0.648 -0.167
C 1.720 -1.644 0.310
N 1.092 0.614 -0.456
H -0.875 2.826 0.320
H -0.467 1.360 1.311
H -2.131 1.610 0.671
H -1.982 0.673 -1.388
H -1.244 -1.725 -0.239
H 1.695 -2.549 -0.306
H 1.526 -1.942 1.346
H 2.719 -1.205 0.255
```

***

DFT (ωB97M-V/def2-TZVPD) results for the molecule C5H8N2 in a non-equilibrium geometry.

## Properties
E ... -304.733530 Eh
Frontier orbital gap ... 10.0 eV
E_LUMO ... 0.72 eV
Highest occupied orbital energy ... -9.3 eV
Total charge ... 0

Structure (XYZ):
```
15
C5H8N2 ωB97M-V/def2-TZVPD
C -1.610 -0.105 0.025
C -0.925 1.021 -0.520
C 0.331 1.389 0.202
C 0.553 -1.239 -0.322
C -0.684 -1.188 0.524
H -2.092 0.149 0.928
H -2.341 -0.517 -0.619
H -1.615 1.901 -0.507
H -0.681 0.657 -1.581
H 0.229 2.317 0.795
H 0.644 -2.186 -0.994
H -0.425 -1.012 1.599
H -1.220 -2.126 0.380
N 1.439 0.692 0.376
N 1.634 -0.470 -0.299
```

***

DFT (ωB97M-V/def2-TZVPD) results for the molecule C5H8N2 in a non-equilibrium geometry.

## Properties
E ... -304.705328 Eh
Frontier orbital gap ... 8.9 eV
E_LUMO ... 0.68 eV
Highest occupied orbital energy ... -8.3 eV
Total charge ... 0

Structure (XYZ):
```
15
C5H8N2 ωB97M-V/def2-TZVPD
C -0.329 2.053 -0.608
C 0.207 0.759 -0.058
C -0.056 0.307 1.335
N -0.840 -0.203 0.210
C -0.709 -1.548 -0.183
C 0.253 -1.999 -0.940
N 1.355 -2.525 -1.154
H -1.288 2.268 -0.127
H -0.510 1.946 -1.683
H 0.352 2.891 -0.446
H 1.146 0.402 -0.495
H 0.692 -0.338 1.803
H -0.628 0.926 2.022
H 1.639 -2.647 -0.171
H -1.352 -2.284 0.281
```

***

DFT (ωB97M-V/def2-TZVPD) results for the molecule C5H8N2.

## Properties
E ... -304.621758 Eh
Frontier orbital gap (spin up / spin down) ... 8.0 / 6.8 eV
E_LUMO (spin up / spin down) ... -0.01 / -0.41 eV
Highest occupied orbital energy (spin up / spin down) ... -8.0 / -7.2 eV
Total charge ... 0

Structure (XYZ):
```
15
C5H8N2 ωB97M-V/def2-TZVPD
C 1.118 -1.337 0.444
C 0.569 0.061 0.382
C -0.349 0.545 -0.743
C -0.283 -0.353 -1.791
N 0.328 -0.943 -2.662
N -0.853 0.106 0.595
C -1.249 1.327 1.313
H 0.345 -2.123 0.424
H 1.870 -1.553 -0.325
H 1.633 -1.415 1.408
H 1.348 -0.799 -2.540
H -0.432 1.586 -1.048
H -0.608 2.182 1.054
H -1.140 1.160 2.389
H -2.297 1.555 1.100
```

***

DFT (ωB97M-V/def2-TZVPD) results for the molecule C5H8N2 in a non-equilibrium geometry.

## Properties
E ... -304.516113 Eh
Frontier orbital gap (spin up / spin down) ... 6.5 / 9.7 eV
E_LUMO (spin up / spin down) ... -1.09 / 0.54 eV
Highest occupied orbital energy (spin up / spin down) ... -7.6 / -9.2 eV
Total charge ... 0

Structure (XYZ):
```
15
C5H8N2 ωB97M-V/def2-TZVPD
C -1.664 -1.545 -0.185
C 1.238 -1.761 0.880
C 1.205 -0.657 0.213
C 2.373 0.194 -0.274
C -2.340 0.723 -0.114
N -0.026 0.154 -0.269
N -1.344 -0.358 -0.200
H 0.194 -2.248 1.095
H 3.234 -0.443 -0.309
H 1.992 0.655 -1.173
H 2.564 1.106 0.474
H -3.320 0.416 -0.302
H -2.063 1.515 -0.763
H -2.122 1.174 0.886
H 0.080 1.073 0.042
```

***

DFT (ωB97M-V/def2-TZVPD) results for C5H8N2 as an isolated structure in a non-equilibrium geometry.

## Properties
E ... -304.633851 Eh
Frontier orbital gap ... 9.8 eV
E_LUMO ... 1.06 eV
Highest occupied orbital energy ... -8.8 eV
Total charge ... 0

Structure (XYZ):
```
15
C5H8N2 ωB97M-V/def2-TZVPD
C 2.905 -0.362 0.042
C 1.579 0.090 -0.319
C 0.473 0.094 0.547
C -0.461 1.178 0.030
C -1.795 -0.745 -0.227
H 3.677 -0.520 -0.659
H 2.799 -0.684 1.063
H 1.371 0.484 -1.300
H 0.180 -0.465 1.452
H -0.198 2.092 -0.449
H -1.731 1.472 0.429
H -1.531 -1.888 -0.332
H -3.827 -0.638 0.234
N -0.581 -0.060 -0.594
N -2.860 -0.049 0.083
```

***

DFT (ωB97M-V/def2-TZVPD) results for the molecule C5H8N2.

## Properties
E ... -304.818902 Eh
Frontier orbital gap ... 9.9 eV
E_LUMO ... 0.96 eV
Highest occupied orbital energy ... -9.0 eV
Total charge ... 0

Structure (XYZ):
```
15
C5H8N2 ωB97M-V/def2-TZVPD
C 1.276 -1.266 -0.004
C -0.070 -0.616 0.003
C -1.344 -1.143 0.001
C -2.195 -0.022 0.001
C 0.824 1.732 0.003
H 1.167 -2.355 0.007
H 1.860 -0.993 -0.890
H 1.862 -0.982 0.875
H -1.611 -2.194 0.000
H -3.278 0.005 0.005
H 0.337 2.704 -0.006
H 1.458 1.635 -0.883
H 1.451 1.644 0.896
N -1.514 1.117 -0.006
N -0.223 0.734 -0.003
```

***

DFT (ωB97M-V/def2-TZVPD) results for the molecule C5H8N2 in a non-equilibrium geometry.

## Properties
E ... -304.789503 Eh
Frontier orbital gap ... 10.9 eV
E_LUMO ... 0.86 eV
Highest occupied orbital energy ... -10.0 eV
Total charge ... 0

Structure (XYZ):
```
15
C5H8N2 ωB97M-V/def2-TZVPD
C 0.003 0.149 -1.444
C -0.098 0.256 0.061
C -0.523 -1.019 0.785
C 0.181 -2.217 0.315
N 0.725 -3.156 -0.086
C 0.736 1.245 0.780
N -0.711 1.434 0.662
H -0.982 -0.050 -1.886
H 0.399 1.074 -1.881
H 0.669 -0.672 -1.732
H -1.599 -1.173 0.642
H -0.357 -0.909 1.862
H 1.393 1.877 0.186
H 1.091 1.035 1.787
H -0.928 2.126 -0.050
```

***

Summary of relative energy (zero: lowest compared OMol25 entry of this formula, charge and spin) in kcal per mole
146.5, 223.2, 136.2, 90.7, 153.4, 103.1, 79.0, 12.9, 75.2, 64.0, 81.7, 134.1, 200.4, 126.5, 10.4, 28.9
(order as listed above)